No. 1
Computed, not measured: one molecule with the formula C5H8N2, with ωB97M-V with the def2-TZVPD basis set.

Geometry as XYZ:
```
15
Properties=species:S:1:pos:R:3:forces:R:3:mulliken_charge:R:1
C -0.671 -1.803 0.137 0.53 -0.46 -0.18 -1.117
C 0.530 -0.878 0.603 -0.65 -0.28 0.05 0.287
C 1.537 -0.248 -0.355 -0.47 -0.01 -0.20 -0.704
C 1.044 0.951 -0.699 0.07 -0.23 -0.02 -0.242
C -0.211 1.096 0.053 -0.03 0.11 0.43 0.353
N -1.204 2.006 -0.239 0.21 0.34 0.20 -0.491
N -0.366 0.210 0.968 0.03 0.90 0.18 -0.646
H -1.350 -1.324 -0.588 0.68 -0.05 0.12 0.278
H -0.326 -2.753 -0.249 0.04 -0.35 -0.14 0.362
H -1.294 -1.968 1.030 0.42 -0.08 -0.30 0.313
H 1.036 -1.411 1.422 -0.21 0.44 0.04 0.355
H 2.535 -0.611 -0.607 -0.52 -0.20 -0.06 0.389
H 1.482 1.731 -1.315 -0.02 -0.29 -0.02 0.358
H -1.822 2.153 0.546 -0.10 0.04 -0.15 0.266
H -0.920 2.850 -0.706 0.03 0.10 0.05 0.237
```
Positions in Å, forces in eV/Å.

Computed properties:
* relative energy (zero: lowest compared OMol25 entry of this formula, charge and spin): 27.0 kcal/mol
* HOMO: -8.5 eV
* 2S+1: 1
* structure (SMILES): C[C@H]1C=CC(N)=N1
* calculated total energy: -8293.8267 eV



No. 2
Computed, not measured: one molecule with the formula C3H5NO2, with ωB97M-V with the def2-TZVPD basis set.

Geometry as XYZ:
```
11
Properties=species:S:1:pos:R:3:forces:R:3:mulliken_charge:R:1
O -0.862 1.517 -1.082 -0.10 0.36 0.29 -0.465
C 0.211 1.596 -0.544 0.19 -0.93 -0.75 0.090
C 0.652 0.633 0.529 0.59 0.34 0.35 -0.570
N -0.359 -0.315 0.915 0.13 0.14 -0.20 -0.214
C -0.275 -1.569 0.372 -0.31 -0.38 -0.14 0.069
O 0.655 -1.998 -0.267 0.24 0.12 0.14 -0.527
H 1.003 2.247 -0.956 -0.08 0.30 0.31 0.338
H 1.518 0.086 0.145 -0.21 -0.12 -0.30 0.301
H 1.109 1.168 1.370 -0.46 0.13 0.12 0.330
H -1.297 0.055 1.017 0.15 -0.15 0.12 0.307
H -1.144 -2.210 0.587 -0.14 0.20 0.08 0.341
```
Positions in Å, forces in eV/Å.

Computed properties:
* relative energy (zero: lowest compared OMol25 entry of this formula, charge and spin): 21.3 kcal/mol
* HOMO: -10.1 eV
* 2S+1: 1
* structure (SMILES): O=CCNC=O
* calculated total energy: -8776.7693 eV



Which of these has the highest relative energy (zero: lowest compared OMol25 entry of this formula, charge and spin)?
C5H8N2